{
  "formula": "C33H32As2F6N4O13S5W",
  "method": "ωB97M-V with the def2-TZVPD basis set",
  "charge": 2,
  "relative_energy_kj_mol": 213.2,
  "homo_lumo_gap_ev": 6.20,
  "homo_ev": -13.2,
  "e_tot_ev": -261282.188,
  "species": ["W", "C", "C", "N", "N", "C", "S", "S", "C", "C", "C", "C", "C", "C", "C", "C", "C", "C", "C", "C", "C", "O", "H", "H", "H", "H", "H", "H", "H", "H", "H", "H", "H", "H", "H", "H", "F", "C", "F", "F", "S", "O", "O", "N", "S", "O", "O", "C", "F", "F", "F", "S", "C", "N", "C", "O", "C", "O", "C", "C", "As", "C", "C", "C", "As", "C", "C", "O", "O", "C", "C", "O", "O", "C", "C", "O", "O", "C", "H", "H", "H", "H", "H", "H", "H", "H", "H", "H", "H", "H", "H", "H", "H", "H", "H", "H"],
  "xyz": [[-0.1241, 0.2407, -0.8826], [4.3056, 1.5091, -1.3619], [2.9057, 1.0188, -1.6104], [2.0758, 0.8248, -0.6204], [2.6376, 1.0638, 0.6301], [1.8654, 0.8545, 1.6112], [0.1884, 0.3918, 1.5308], [2.4124, 1.1948, 3.2716], [2.7000, 3.0018, 3.1820], [1.5042, 3.7559, 3.6670], [0.4737, 4.2188, 2.7243], [-0.5676, 5.1137, 3.2434], [-0.7158, 5.3212, 4.5828], [0.2318, 4.7574, 5.4487], [1.3119, 3.9894, 5.0093], [2.5742, 0.7273, -3.0114], [3.3952, 1.1830, -4.0564], [3.1811, 0.7832, -5.3594], [2.1563, -0.1161, -5.6506], [1.3143, -0.5689, -4.6519], [1.5140, -0.1126, -3.3582], [0.6814, -0.5390, -2.3837], [4.6128, 1.3735, -0.3333], [4.3468, 2.5760, -1.5951], [4.9974, 0.9948, -2.0224], [2.9851, 3.2827, 2.1710], [3.5351, 3.1719, 3.8604], [-0.2248, 3.3116, 2.7994], [-1.2511, 5.5136, 2.5063], [-1.5190, 5.9309, 4.9699], [0.1355, 4.9410, 6.5121], [2.0251, 3.6170, 5.7313], [4.2072, 1.8625, -3.8483], [3.8235, 1.1485, -6.1455], [2.0180, -0.4643, -6.6650], [0.5238, -1.2802, -4.8455], [1.7873, 5.1053, -0.9295], [0.5215, 4.7212, -1.0074], [-0.2863, 5.6990, -0.6586], [0.2544, 4.3386, -2.2374], [0.3508, 3.2754, 0.2236], [-0.0954, 2.0664, -1.1678], [0.8712, 4.4695, 1.4253], [-1.1855, 3.3279, 0.7835], [-2.3600, 2.4304, 0.2510], [-3.5065, 2.5318, 1.0872], [-1.9768, 0.9868, 0.0455], [-2.9903, 3.2426, -1.3401], [-4.2353, 2.8518, -1.5173], [-2.9711, 4.5412, -1.0829], [-2.2783, 3.0028, -2.4172], [1.4614, -1.8962, -0.0150], [1.4929, -2.8313, -1.4191], [1.5148, -3.4720, -2.3816], [-0.1714, -5.5100, 2.9412], [-0.5359, -5.2232, 1.5692], [-0.8882, -3.9895, 1.2915], [-0.9047, -3.0565, 2.0696], [-1.2777, -3.7593, -0.1368], [-1.4294, -4.7102, -1.0592], [-1.6039, -4.5916, -3.0175], [-3.3923, -5.3814, -3.1344], [-2.1954, -2.7175, -3.0354], [-2.3355, -1.8328, -2.0479], [-1.5975, -1.8690, -0.2521], [-3.2305, -1.5995, 0.7516], [-2.6416, -0.4354, -2.5203], [-1.5899, 0.3397, -2.3809], [-3.7735, 0.1656, -2.1154], [-5.0117, -0.5275, -2.3178], [-2.5251, -1.9635, -4.2564], [-2.8141, -0.7353, -4.0857], [-2.4920, -2.5054, -5.4104], [-2.7817, -1.6794, -6.5894], [-1.6069, -6.1507, -0.6044], [-2.6662, -6.4536, -0.1367], [-0.6597, -7.0432, -0.8417], [0.6374, -6.6021, -1.2813], [0.4344, -6.4093, 2.8944], [-1.0795, -5.6877, 3.5138], [0.3868, -4.6745, 3.3570], [-3.2997, -6.4541, -2.9694], [-3.7648, -5.2170, -4.1449], [-4.0741, -4.9635, -2.3976], [-3.9204, -2.3696, 0.3909], [-3.6148, -0.5993, 0.5736], [-3.0162, -1.7421, 1.8112], [-5.2069, -0.6593, -3.3809], [-5.7792, 0.1054, -1.8839], [-5.0085, -1.4936, -1.8070], [-2.4644, -2.2935, -7.4241], [-2.2126, -0.7566, -6.5151], [-3.8525, -1.4957, -6.6082], [1.3228, -7.3963, -0.9988], [0.9203, -5.6738, -0.7896], [0.6474, -6.4744, -2.3664]]
}

{
  "formula": "C33H32BBaN4O8S",
  "method": "ωB97M-V with the def2-TZVPD basis set",
  "charge": -1,
  "relative_energy_kj_mol": 14.6,
  "homo_lumo_gap_ev": 6.63,
  "homo_ev": -4.3,
  "e_tot_ev": -69292.228,
  "species": ["Ba", "O", "C", "C", "C", "C", "C", "C", "C", "O", "N", "N", "C", "C", "C", "C", "C", "C", "N", "H", "H", "H", "H", "H", "H", "H", "H", "H", "H", "C", "C", "C", "O", "H", "H", "H", "H", "H", "H", "O", "C", "N", "S", "O", "O", "C", "C", "C", "C", "C", "C", "H", "H", "H", "H", "C", "C", "C", "C", "C", "C", "C", "C", "O", "B", "O", "C", "C", "H", "H", "H", "H", "H", "H", "H", "H", "H", "H", "H", "H"],
  "xyz": [[-0.4945, -1.4754, 0.4191], [-3.7382, -3.3887, 3.5031], [-3.0200, -3.9255, 4.5012], [-3.7168, -4.5315, 5.5509], [-3.0376, -5.0871, 6.6152], [-1.6459, -5.0534, 6.6589], [-0.9548, -4.4612, 5.6193], [-1.6137, -3.8947, 4.5279], [-0.8341, -3.2568, 3.4279], [-1.4688, -2.6882, 2.4736], [0.4791, -3.3700, 3.4915], [1.0707, -2.6731, 2.4665], [2.1746, -3.1588, 2.0470], [2.9312, -2.5136, 0.9686], [4.1724, -3.0180, 0.5896], [4.8652, -2.3982, -0.4348], [4.3086, -1.2903, -1.0496], [3.0636, -0.8563, -0.6194], [2.3887, -1.4502, 0.3588], [-3.0671, -2.9873, 2.8861], [-4.7980, -4.5419, 5.4982], [-3.5951, -5.5494, 7.4214], [-1.1102, -5.4857, 7.4941], [0.1264, -4.4254, 5.6221], [2.5737, -4.0754, 2.4814], [4.5716, -3.8895, 1.0916], [5.8268, -2.7806, -0.7533], [4.8090, -0.7763, -1.8583], [2.5808, 0.0051, -1.0706], [-0.2083, 2.1210, 4.2987], [0.0712, 0.9640, 3.3700], [1.4790, 0.8168, 2.8643], [-0.8117, 0.2041, 3.0399], [0.1831, 3.0453, 3.8690], [0.3194, 1.9562, 5.2417], [-1.2759, 2.2085, 4.4824], [2.1841, 1.4482, 3.4040], [1.4764, 1.1013, 1.8061], [1.7747, -0.2303, 2.9216], [1.9811, -3.7318, -2.5210], [0.7699, -3.8172, -2.3996], [0.0663, -3.5726, -1.2584], [-1.5275, -3.7310, -1.5040], [-2.1184, -4.7478, -0.6808], [-2.1826, -2.4263, -1.4043], [-1.4527, -4.2051, -3.2050], [-2.4659, -4.5206, -4.0893], [-2.0875, -4.8421, -5.3855], [-0.7432, -4.8415, -5.7596], [0.2548, -4.5215, -4.8503], [-0.1224, -4.2020, -3.5571], [-3.5029, -4.5137, -3.7819], [-2.8433, -5.0953, -6.1179], [-0.4797, -5.0951, -6.7788], [1.3017, -4.5140, -5.1233], [-0.1914, 7.2568, -4.2215], [-0.4944, 7.1135, -2.7236], [0.2351, 8.2239, -1.9544], [-1.9973, 7.3135, -2.5253], [-0.0207, 5.7442, -2.2279], [1.3318, 5.4129, -2.3379], [1.8408, 4.1916, -1.9014], [0.9537, 3.2958, -1.3451], [1.1718, 2.0550, -0.8334], [-0.0926, 1.5262, -0.3576], [-1.0456, 2.5640, -0.6511], [-0.3934, 3.6049, -1.2321], [-0.9005, 4.8148, -1.6632], [-0.5184, 8.2351, -4.5847], [-0.7107, 6.4855, -4.7934], [0.8757, 7.1603, -4.4241], [-0.0813, 9.2076, -2.3127], [1.3162, 8.1510, -2.0770], [0.0154, 8.1590, -0.8870], [-2.2851, 8.3017, -2.8916], [-2.2748, 7.2533, -1.4714], [-2.5776, 6.5704, -3.0750], [2.0190, 6.1278, -2.7749], [2.8934, 3.9548, -1.9909], [-1.9565, 5.0164, -1.5516]]
}

{
  "formula": "C33H32BBrEuN8O4S3",
  "method": "ωB97M-V with the def2-TZVPD basis set",
  "charge": -1,
  "relative_energy_kj_mol": 435.9,
  "homo_lumo_gap_ev": [5.26, 5.34],
  "homo_ev": [-3.3, -5.5],
  "e_tot_ev": -177407.311,
  "multiplicity": 7,
  "species": ["Eu", "C", "C", "N", "N", "C", "S", "S", "C", "C", "C", "C", "C", "C", "C", "C", "C", "C", "C", "C", "C", "O", "H", "H", "H", "H", "H", "H", "H", "H", "H", "H", "H", "H", "H", "H", "B", "N", "C", "C", "C", "N", "N", "C", "C", "C", "N", "H", "H", "H", "H", "H", "H", "H", "H", "N", "C", "C", "C", "C", "C", "C", "S", "O", "O", "O", "H", "H", "H", "H", "H", "H", "Br", "C", "C", "C", "C", "C", "N", "H", "H", "H", "H"],
  "xyz": [[0.0151, -0.3230, 0.3385], [0.1745, 1.0259, -4.3488], [0.6204, 0.7198, -2.9395], [-0.2968, 0.6641, -1.9082], [-1.4815, 1.2036, -2.1545], [-2.5345, 0.8201, -1.4702], [-2.6822, -0.5713, -0.4769], [-3.8961, 1.9497, -1.6201], [-5.3604, 0.8386, -1.7229], [-5.4477, 0.2364, -3.0978], [-5.0394, -1.0724, -3.3379], [-4.9841, -1.5651, -4.6349], [-5.3480, -0.7611, -5.7029], [-5.7945, 0.5329, -5.4698], [-5.8461, 1.0247, -4.1767], [1.9854, 0.4712, -2.6625], [2.8892, 0.2060, -3.7279], [4.2193, -0.0443, -3.5118], [4.7348, -0.0100, -2.2060], [3.9027, 0.2689, -1.1474], [2.5211, 0.4864, -1.3111], [1.7851, 0.7284, -0.2548], [-0.6845, 1.6894, -4.3039], [-0.1439, 0.1103, -4.8656], [0.9684, 1.4883, -4.9299], [-6.2035, 1.4952, -1.5121], [-5.2542, 0.0969, -0.9352], [-4.7517, -1.6971, -2.5039], [-4.6408, -2.5772, -4.8105], [-5.2841, -1.1387, -6.7159], [-6.0836, 1.1653, -6.3000], [-6.1808, 2.0391, -3.9914], [2.5093, 0.1612, -4.7399], [4.8651, -0.2824, -4.3473], [5.7819, -0.2176, -2.0259], [4.2889, 0.3072, -0.1353], [-0.9482, -2.5353, 2.6826], [-1.4779, -1.1578, 3.1735], [-2.1438, -0.8980, 4.3041], [-2.4876, 0.4422, 4.3117], [-1.9720, 0.9300, 3.1114], [-1.3604, -0.0410, 2.4338], [0.5961, -2.4771, 2.6723], [1.4892, -3.1571, 3.4035], [2.7640, -2.8307, 2.9705], [2.5480, -1.9286, 1.9342], [1.2396, -1.7176, 1.7626], [-1.3125, -3.3850, 3.4456], [-1.3448, -2.7020, 1.5407], [-2.3592, -1.6798, 5.0131], [-3.0307, 0.9862, 5.0647], [-2.0417, 1.9298, 2.7162], [1.1678, -3.8331, 4.1786], [3.7208, -3.2192, 3.2740], [3.2849, -1.4648, 1.2955], [0.0032, -2.4736, -1.3108], [1.2600, -3.1399, -1.0787], [1.3728, -4.0950, -0.0724], [2.6153, -4.6162, 0.2438], [3.7435, -4.1935, -0.4414], [3.6187, -3.3134, -1.4996], [2.3725, -2.8002, -1.8357], [5.3728, -4.5969, 0.2152], [5.3347, -6.0197, 0.5155], [5.4190, -3.7432, 1.4038], [6.3124, -4.2147, -0.8276], [-0.7757, -3.0676, -1.0557], [-0.0896, -2.2162, -2.2851], [0.4909, -4.3852, 0.4897], [2.7354, -5.3352, 1.0443], [4.5108, -3.0322, -2.0433], [2.2690, -2.1110, -2.6631], [-0.3412, 2.8520, 0.6214], [1.0229, 2.5667, 1.9260], [1.7868, 3.6315, 2.3644], [2.7593, 3.3573, 3.3131], [2.9043, 2.0587, 3.7764], [2.0700, 1.0759, 3.2695], [1.1410, 1.3266, 2.3500], [1.6205, 4.6253, 1.9758], [3.3918, 4.1528, 3.6846], [3.6510, 1.8105, 4.5170], [2.1464, 0.0483, 3.6045]]
}